The following is a DFT calculation (wB97M-V/def2-TZVPD) of one molecule with the formula C7H14OS.

Its HOMO energy is -8.232 eV. Its total charge is 0. The HOMO-LUMO gap comes out at 8.7989 eV.

Structure (XYZ):
```
23
Properties=species:S:1:pos:R:3:forces:R:3
C -0.1266 2.7820 -0.2450 0.2 2.0 1.3
C -0.7375 1.4566 -0.4428 -1.6 -1.6 2.3
C -1.2021 0.7067 0.6191 0.6 2.4 -0.8
C -1.8748 -0.6356 0.5783 1.7 0.0 -0.6
C -1.1214 -1.7033 -0.2189 -0.8 0.2 0.2
C 0.3425 -1.7641 0.1354 1.1 -0.6 2.7
C 1.3398 -0.9731 -0.7418 -0.8 -1.5 -1.9
S 1.8315 0.6089 -0.0734 1.1 -1.3 -0.5
O 3.3789 -0.0725 0.2102 0.7 1.8 2.9
H -0.1145 3.3936 -1.1919 0.2 -0.6 1.1
H -0.8072 3.3211 0.5148 1.3 -0.4 -1.1
H 0.9349 2.6754 0.2038 -1.9 0.8 -0.8
H -0.9719 1.1748 -1.4377 0.1 -0.6 -0.9
H -1.0614 1.2284 1.6241 -0.1 -1.0 -1.2
H -1.9925 -1.0073 1.5449 0.4 -0.5 2.1
H -2.8713 -0.7100 0.2788 -1.9 0.9 -1.1
H -1.7415 -2.6153 -0.0831 0.9 0.1 -0.2
H -1.1598 -1.4213 -1.2407 -0.4 0.0 -1.3
H 0.3764 -1.3181 1.2171 0.5 -0.9 -1.7
H 0.7174 -2.8226 0.2342 -0.5 0.9 -0.2
H 2.3318 -1.4810 -0.8230 -1.0 0.2 0.3
H 0.9848 -1.0120 -1.8468 0.3 0.7 1.7
H 3.5443 0.1886 1.1843 -0.1 -0.8 -2.3
```
Forces are in eV/Å.

=====

The following is a DFT calculation (wB97M-V/def2-TZVPD) of C27H21FeN2S4 as an isolated structure.

Its HOMO energy (alpha / beta) is -7.207 / -7.851 eV. Its total charge is 0. The spin multiplicity is 6. Its expectation value of S² is 9.022. The HOMO-LUMO gap (alpha / beta) comes out at 5.9628 / 6.0799 eV.

Structure (XYZ):
```
55
Properties=species:S:1:pos:R:3:forces:R:3
Fe 0.3443 0.7329 1.2193 -0.1 1.1 0.3
S -1.2351 -0.6287 0.5302 0.1 -0.8 0.6
C -2.5362 0.2763 -0.2074 0.6 -0.9 1.2
C -3.7828 -0.3290 -0.4007 1.1 0.8 0.2
C -4.6875 0.4186 -1.0865 -2.2 -1.4 -0.2
C -4.3907 1.6879 -1.5294 -0.4 1.0 -0.9
C -3.1887 2.3161 -1.2573 0.0 -0.3 1.0
C -2.2556 1.5805 -0.4928 0.4 1.8 -1.0
S -0.6951 2.3313 0.0539 -0.9 -0.8 -0.4
C 2.8055 0.7205 -1.0485 0.6 -0.8 0.5
C 2.9724 -0.3752 -0.1767 -2.1 0.5 0.0
C 4.0419 -1.2178 -0.2615 3.1 -1.8 0.8
C 4.3593 -2.2050 0.7237 -1.3 1.2 -0.8
C 3.4134 -2.3265 1.7134 -1.4 -0.2 0.4
C 2.2165 -1.5638 1.6724 0.6 1.1 -1.5
C 1.1613 -1.7910 2.6841 -1.2 0.5 -0.9
S 0.5701 -0.2812 3.4988 0.8 0.6 0.2
C 2.0585 0.6158 4.1103 -0.9 0.1 -1.3
C 2.8015 0.1014 5.1393 1.2 -0.1 0.5
C 3.9204 0.8340 5.5923 -0.9 -0.2 -0.2
C 4.1242 2.1028 5.0637 0.3 -0.7 0.2
C 3.4058 2.5990 4.0113 -0.2 1.4 -0.7
C 2.3531 1.8571 3.4880 0.0 -0.9 0.7
S 1.4042 2.5181 2.2212 -0.5 0.1 -1.1
N 1.9709 -0.5996 0.7255 1.1 -1.4 2.3
H -4.0090 -1.2770 0.0546 0.0 -0.3 -0.2
H -5.6895 -0.0649 -1.2526 1.0 0.9 0.0
H -5.1401 2.2076 -2.1249 0.1 0.0 0.2
H -3.0551 3.3695 -1.5146 0.2 -0.4 0.0
H 2.1448 1.5013 -0.7672 -0.6 0.6 -0.2
H 3.4980 0.7923 -1.8514 0.3 0.4 -0.6
H 4.7761 -0.9845 -1.0159 0.1 -0.1 -0.2
H 5.2129 -2.8831 0.8046 0.0 0.6 -0.7
H 3.4905 -3.1140 2.4690 0.1 0.5 -0.1
H 1.4769 -2.5636 3.3395 0.0 -0.6 0.8
H 0.2080 -2.0512 2.1493 0.8 -0.3 0.5
H 2.5370 -0.8727 5.5509 0.2 0.2 0.0
H 4.6034 0.4636 6.3486 -0.3 -0.1 0.0
H 4.8943 2.7032 5.4672 0.8 0.5 0.4
H 3.6354 3.6268 3.5888 -0.4 -1.5 0.5
C -1.3698 -2.4471 -2.3095 1.2 2.6 0.6
C -2.1172 -1.4727 -3.0120 0.8 -0.3 -1.0
C -3.2169 -1.8575 -3.8725 1.5 -1.8 1.7
C -3.8422 -0.9636 -4.6367 -1.3 1.0 -1.8
C -3.4502 0.3893 -4.6937 0.4 -0.1 0.9
C -2.3396 0.7702 -3.9562 1.0 0.6 0.2
C -1.6516 -0.1249 -3.1712 0.2 -0.4 1.3
C -4.1561 1.3461 -5.4687 -0.9 0.2 -2.3
N -4.7005 1.9281 -6.3200 0.6 -0.4 1.6
H -0.4517 -2.1548 -1.7052 -1.4 -0.4 -1.0
H -1.6691 -3.4449 -2.2693 -0.5 -1.4 0.0
H -3.4250 -2.9476 -3.9185 -0.2 0.9 0.0
H -4.6116 -1.2589 -5.3423 -0.1 -0.1 0.2
H -1.9325 1.7815 -4.0173 -0.4 -0.2 0.0
H -0.8011 0.2285 -2.5398 -0.7 -0.4 -0.7
```
Forces are in eV/Å.

=====

The following is a DFT calculation (wB97M-V/def2-TZVPD) of one molecule with the formula C23H28N2O4S.

Its HOMO energy is -8.510 eV. Its total charge is 0. The HOMO-LUMO gap comes out at 9.0536 eV.

Structure (XYZ):
```
58
Properties=species:S:1:pos:R:3:forces:R:3
C 4.6661 4.3575 0.9530 0.0 0.2 0.1
O 4.8369 3.2027 0.1658 -0.1 -0.3 -0.2
C 3.7651 2.3914 -0.0389 0.0 -0.2 -0.1
C 2.4961 2.5912 0.4945 0.2 0.2 0.1
C 1.4761 1.6994 0.2132 0.1 -0.1 -0.2
C 1.7017 0.5943 -0.5938 0.4 0.7 0.2
N 0.6358 -0.3085 -0.8103 -0.3 -0.6 0.9
C 0.4117 -0.8601 -2.1321 -0.3 0.0 -0.6
C -0.8391 -0.2243 -2.7680 0.4 -0.4 0.1
O -0.7851 0.3859 -3.8161 0.1 0.2 -0.3
N -1.9542 -0.4388 -2.0592 -0.4 -0.2 0.3
C -3.2253 0.1439 -2.4169 -0.1 0.4 -0.2
C -3.6003 1.3259 -1.5086 -0.1 -0.3 -0.1
C -3.7863 0.8879 -0.0790 0.1 0.3 -0.2
C -4.9170 0.3284 0.3305 -0.1 -0.1 0.1
C -5.1641 -0.1575 1.7252 0.0 0.1 0.2
C -4.1308 0.3952 2.7022 0.0 -0.2 -0.1
C -2.7370 0.2493 2.1046 0.0 0.3 0.1
C -2.6229 1.1045 0.8471 0.0 -0.3 0.3
S 0.3017 -1.3181 0.4758 0.2 -0.2 0.0
O 0.3966 -0.5581 1.6818 0.3 0.0 -0.1
O -0.9424 -1.9760 0.1735 0.2 -0.3 -0.2
C 1.6285 -2.5156 0.4253 -0.6 0.4 0.0
C 1.4388 -3.7375 -0.1902 -0.1 -0.1 -0.1
C 2.5094 -4.6107 -0.2991 0.0 0.0 0.0
C 3.7499 -4.2472 0.2010 0.0 0.0 0.0
C 3.9257 -3.0196 0.8217 0.0 0.0 0.0
C 2.8584 -2.1445 0.9352 0.1 0.1 0.2
C 2.9766 0.3831 -1.1145 -0.1 0.1 0.0
C 3.9915 1.2753 -0.8472 0.1 0.2 0.1
H 4.3740 4.1063 1.9775 0.0 0.0 0.0
H 5.6372 4.8498 0.9663 -0.1 0.0 0.0
H 3.9239 5.0337 0.5176 0.0 0.0 0.0
H 2.2853 3.4382 1.1272 0.0 0.1 0.1
H 0.4964 1.8496 0.6354 -0.1 0.0 0.0
H 1.2589 -0.6588 -2.7900 -0.1 0.0 0.1
H 0.2607 -1.9399 -2.0530 0.1 0.0 -0.2
H -1.8886 -0.9528 -1.1877 0.0 0.0 -0.2
H -3.1370 0.4858 -3.4514 -0.1 -0.1 0.1
H -3.9980 -0.6269 -2.3507 0.0 0.1 0.0
H -2.8131 2.0788 -1.5722 0.0 0.1 -0.1
H -4.5256 1.7597 -1.8928 0.0 0.1 0.0
H -5.7318 0.1847 -0.3684 -0.1 0.0 -0.2
H -6.1734 0.1245 2.0381 0.0 -0.1 0.0
H -5.1222 -1.2524 1.7259 -0.1 0.0 0.1
H -4.3348 1.4524 2.8876 0.0 0.1 0.1
H -4.1973 -0.1333 3.6550 0.0 0.1 0.0
H -1.9697 0.5430 2.8221 0.0 -0.1 0.0
H -2.5558 -0.7940 1.8414 0.0 -0.1 0.0
H -1.6887 0.8697 0.3306 0.0 0.1 -0.1
H -2.5868 2.1661 1.1198 0.1 0.0 -0.1
H 0.4568 -3.9964 -0.5545 -0.1 -0.1 -0.1
H 2.3753 -5.5711 -0.7730 0.0 -0.1 0.0
H 4.5836 -4.9274 0.1118 0.1 -0.1 0.0
H 4.8918 -2.7443 1.2158 0.1 0.0 0.0
H 2.9555 -1.1868 1.4211 0.1 0.1 0.1
H 3.1804 -0.4831 -1.7268 0.0 -0.1 -0.1
H 4.9808 1.1256 -1.2494 0.1 0.0 -0.1
```
Forces are in eV/Å.

=====

The following is a DFT calculation (wB97M-V/def2-TZVPD) of one molecule with the formula C13H13NO.

Its HOMO energy is -8.087 eV. Its total charge is 0. The HOMO-LUMO gap comes out at 9.0263 eV.

Structure (XYZ):
```
28
Properties=species:S:1:pos:R:3:forces:R:3
C 0.5682 -0.0231 2.1262 -1.3 -1.6 -2.0
C 1.6333 0.0595 1.0224 3.4 -0.1 -1.6
C 3.1340 -0.1249 1.1350 -1.6 -0.7 0.9
C 4.0658 -0.2967 0.0740 -4.0 1.3 0.4
C 3.6193 -0.1170 -1.2216 -3.6 -1.0 -1.6
C 2.2109 0.1662 -1.4658 -0.7 0.1 3.2
C 1.2579 0.3007 -0.3534 2.5 0.9 0.4
O 0.0498 0.9710 -0.6009 -1.3 -3.1 -0.1
C -1.1266 0.1055 -0.4867 -0.6 2.3 0.2
C -1.1742 -1.2737 -0.4554 2.0 1.6 -1.3
C -2.2833 -2.0134 -0.2913 -2.3 -1.9 2.6
C -3.4416 -1.2678 0.0281 -0.8 -1.0 -0.1
C -3.4778 0.1721 -0.0014 -1.8 -2.9 -0.3
C -2.3161 0.8609 -0.2532 1.3 -0.4 1.1
N -2.2367 2.1822 0.1612 1.9 1.0 -1.0
H -0.1183 -0.9536 1.7631 1.5 2.0 1.2
H 0.9066 -0.2448 3.1537 0.0 0.5 -0.7
H -0.1274 0.8516 2.0100 0.7 -0.7 0.6
H 3.6427 -0.2743 2.1343 -1.2 0.2 -0.9
H 5.0024 -0.6086 0.3557 2.2 -0.5 0.2
H 4.0522 -0.5400 -2.1270 0.9 0.6 0.3
H 1.6632 0.2352 -2.4117 1.0 0.1 -0.1
H -0.2881 -1.7767 -0.6518 1.9 -0.8 -0.2
H -2.1889 -3.2006 -0.0067 -0.4 3.2 -1.2
H -4.2854 -1.9626 0.3386 0.5 1.7 -0.5
H -4.4735 0.6737 0.1449 1.3 -0.4 0.1
H -3.0602 2.7142 0.0873 -1.4 0.3 0.0
H -1.4858 2.7537 -0.2526 -0.3 -0.8 0.3
```
Forces are in eV/Å.